15
Properties=species:S:1:pos:R:3 method="wB97M-V/def2-TZVPD" charge=0 molar_mass_g_mol=170.2 smiles="FC(F)(F)/N=S1#CNCC/1" multiplicity=1 largest_force_ev_per_a=4.71 orbital_gap_ev=9.1416 total_energy_ev=-26193.045
F 3.08625 -0.09751 -1.13435
C 2.86874 -1.48059 -1.48214
F 4.00734 -2.05857 -1.76617
F 2.56809 -2.00797 -0.21698
N 1.88127 -1.58306 -2.43174
S 0.61278 -0.62480 -2.25962
C 0.62823 1.34548 -1.72687
N 0.19342 1.41080 -0.56133
C -0.24148 0.27541 0.27593
C -0.30594 -0.89877 -0.61001
H 0.10401 2.22702 -0.12011
H -1.32397 0.58803 0.63593
H 0.38837 0.22644 1.13359
H 0.08025 -1.73187 0.04190
H -1.24049 -1.10963 -0.93302

=====

13
Properties=species:S:1:pos:R:3 method="wB97M-V/def2-TZVPD" charge=0 molar_mass_g_mol=126.1 multiplicity=1 largest_force_ev_per_a=2.97 orbital_gap_ev=10.5171 total_energy_ev=-14427.803
C -2.31640 -0.64390 0.20189
C -1.20835 0.33939 -0.21769
C 0.09778 0.13877 -0.00830
F 0.64564 -0.94423 0.63088
O 1.19602 1.04884 -0.32307
C 2.44321 0.54608 -0.20852
F 2.75693 0.23360 1.06759
F 2.52596 -0.62602 -0.88785
H -2.04171 -1.71011 0.08513
H -2.44212 -0.40832 1.23923
H -3.27448 -0.46081 -0.33828
H -1.51740 1.27015 -0.55661
H 3.13492 1.21655 -0.68440

=====

Going through the records in order, we get HOMO values of -8.95; -9.59 eV.
Going through the records in order, we get ΔE to the lowest compared entry with this formula, charge and spin values of 3.834; 0.242 eV.